Record 1
A structure of composition C36H70O20S. Source: the Open Molecules 2025 dataset; level of theory: ωB97M-V/def2-TZVPD.

The geometry in ORCA input format:
```
! wB97M-V def2-TZVPD RIJCOSX def2/J DEFGRID3
* xyz 0 1
S 2.408 1.799 -0.351
O -2.332 -3.169 -3.191
O -2.795 -8.645 -6.903
O 7.337 3.284 -2.219
O 9.343 4.038 -2.461
O 5.770 8.690 5.813
O -4.054 -7.530 -5.389
O 1.465 2.993 0.197
O 5.565 9.115 8.025
O 3.131 1.418 1.006
O 3.337 2.253 -1.329
O 9.045 2.138 -1.278
O -5.027 -8.935 -6.698
O 5.719 7.026 7.183
O -4.401 -3.767 -3.073
O -3.636 -2.926 -5.023
O -2.841 4.659 3.891
O -7.431 -10.857 -1.740
O -7.975 -8.874 -0.808
O 1.504 0.789 -0.782
O -7.130 -8.877 -2.792
C -7.736 -10.155 -4.779
C 1.775 1.518 2.979
C 7.115 10.729 5.834
C 5.769 10.101 5.543
C 5.701 6.524 8.522
C -8.481 -9.585 0.323
C 3.965 2.671 2.928
C -4.975 -9.838 -7.806
C -3.495 3.777 1.669
C -3.846 -8.392 -6.380
C -1.398 -0.102 0.827
C -5.704 -3.855 -3.656
C 3.764 3.864 3.826
C -7.502 -9.656 -1.781
C 8.612 3.059 -1.922
C -1.220 -2.594 -3.899
C -2.664 0.763 1.015
C 10.737 3.962 -2.162
C 6.128 2.578 -0.219
C 0.272 1.700 2.726
C -1.616 5.283 3.569
C -2.720 1.942 0.019
C 6.398 2.332 -1.687
C 4.563 4.108 4.927
C -1.319 -1.087 -3.963
C -0.493 0.451 3.212
C -6.618 -9.564 -3.948
C -3.468 -3.258 -3.878
C 5.671 8.357 7.099
C -3.098 3.493 3.132
C 2.730 2.350 2.085
C -2.485 3.339 0.598
C -0.691 -0.586 2.104
C -2.536 -5.678 -5.863
C -2.892 -6.815 -4.931
C 2.175 3.520 1.326
H 11.225 4.720 -2.768
H 5.599 5.445 8.446
H 11.139 2.984 -2.415
H -3.932 2.993 3.624
H -1.657 -1.003 0.269
H -0.660 0.414 0.217
H -8.263 -10.935 -4.230
H -5.898 -10.325 -3.646
H 1.992 1.744 4.023
H 0.132 -0.012 3.980
H -6.321 -4.408 -2.954
H 5.489 2.464 -2.263
H -2.826 1.068 2.046
H 4.971 10.588 6.104
H 7.350 10.675 6.896
H -3.572 4.865 1.603
H -4.780 -9.293 -8.727
H 5.357 1.912 0.150
H 4.860 6.928 9.081
H 5.813 3.613 -0.059
H -3.159 -6.425 -3.949
H 10.909 4.176 -1.108
H -2.059 -7.503 -4.793
H 1.731 4.346 1.866
H 4.194 4.008 5.944
H -1.447 0.712 3.669
H -6.085 -8.815 -4.523
H 5.596 4.432 4.799
H 7.034 2.414 0.366
H -1.140 -3.031 -4.894
H -0.929 5.238 4.420
H 3.068 3.990 0.875
H 4.212 1.793 3.513
H 7.904 10.203 5.294
H -3.701 1.956 -0.459
H -4.491 3.378 1.476
H -1.457 3.487 0.937
H -2.181 -0.774 -4.552
H -0.335 -2.888 -3.338
H 0.313 -0.908 1.802
H -0.079 2.561 3.299
H -1.115 4.805 2.725
H -8.698 -8.842 1.085
H 4.802 2.829 2.227
H 0.043 1.878 1.679
H 5.532 10.193 4.485
H -7.744 -10.289 0.704
H -1.718 -5.090 -5.450
H -2.605 4.036 -0.237
H -4.216 -10.601 -7.653
H -2.231 -6.049 -6.841
H -5.674 -4.386 -4.605
H -3.509 0.120 0.762
H -5.953 -10.309 -7.867
H -1.777 6.336 3.337
H -7.338 -10.588 -5.696
H -9.397 -10.111 0.059
H -8.465 -9.385 -5.037
H 2.986 4.583 3.565
H -6.120 -2.858 -3.797
H 6.756 1.317 -1.862
H -3.394 -5.029 -6.015
H -1.987 1.787 -0.774
H -1.162 -1.478 2.521
H -2.256 2.798 3.188
H -0.423 -0.663 -4.416
H 7.118 11.776 5.532
H 6.636 6.762 9.026
H -1.437 -0.672 -2.961
H 2.011 0.465 2.823
*
```

LUMO (eV): -0.67
F_max (eV/A): 2.720
Orbital gap (eV): 7.70
HOMO (eV): -8.37

=====

Record 2
The molecule Cl4H6Si4. Source: the Open Molecules 2025 dataset; level of theory: ωB97M-V/def2-TZVPD.

The geometry in ORCA input format:
```
! wB97M-V def2-TZVPD RIJCOSX def2/J DEFGRID3
* xyz 0 1
Cl -0.225 1.245 2.407
Cl -3.344 -0.538 0.704
Cl 1.511 2.191 -2.445
Cl 1.208 -2.168 -0.387
Si -0.565 -2.530 0.522
Si -1.484 -0.533 -0.127
Si -0.174 1.450 0.352
Si 1.943 1.945 -0.493
H -0.637 -2.906 1.947
H 2.930 0.831 -0.770
H -0.838 -3.853 -0.348
H -1.043 2.441 0.024
H -1.776 -0.593 -1.727
H 2.494 3.017 0.340
*
```

LUMO (eV): -0.07
F_max (eV/A): 3.300
Orbital gap (eV): 9.61
HOMO (eV): -9.68

=====

Record 3
A structure of composition C4H4N2S. Source: the Open Molecules 2025 dataset; level of theory: ωB97M-V/def2-TZVPD.

The geometry in ORCA input format:
```
! wB97M-V def2-TZVPD RIJCOSX def2/J DEFGRID3
* xyz 0 1
S 1.329 -0.432 0.394
N -0.548 0.402 -1.149
N 1.891 2.902 -0.559
C 0.500 0.798 -0.513
C 0.086 -1.524 -0.107
C 1.161 2.031 -0.528
C -0.708 -0.879 -1.007
H -1.257 0.326 2.703
H 0.184 -2.516 0.169
H -1.744 -1.309 -1.368
H -0.896 0.199 1.964
*
```

LUMO (eV): -0.38
F_max (eV/A): 5.744
Orbital gap (eV): 9.58
HOMO (eV): -9.96